w:
{
  "formula": "C5H12NO2",
  "method": "the ωB97M-V functional and the def2-TZVPD basis",
  "elements": ["O", "O", "N", "C", "C", "C", "C", "C", "H", "H", "H", "H", "H", "H", "H", "H", "H", "H", "H", "H"],
  "xyz": [[-2.88033, -1.40796, 1.63871], [1.52427, 1.56998, -2.18751], [-0.67396, -1.36326, 0.66176], [0.96847, 1.28869, -0.88773], [-1.64531, -1.86439, 1.74155], [2.06057, 0.57968, -0.11022], [-0.29299, 0.43427, -1.00407], [-0.89170, 0.04284, 0.37359], [-1.94453, 0.33056, 0.47422], [-1.05849, 1.02786, -1.51924], [-1.11579, -1.60970, 2.69908], [-0.32202, 0.60217, 1.12783], [1.06946, 2.32783, -2.56476], [0.69063, 2.23535, -0.40297], [2.57141, -0.06194, -0.83010], [1.67104, -0.07887, 0.67098], [-1.55417, -2.97904, 1.62057], [2.82052, 1.28166, 0.24593], [-0.95293, -1.90249, -0.15989], [-0.04414, -0.45324, -1.58775]],
  "nbo_charge": [-0.942, -0.745, -0.697, 0.108, 0.143, -0.643, -0.424, -0.238, 0.214, 0.186, 0.051, 0.152, 0.459, 0.146, 0.209, 0.248, 0.058, 0.192, 0.323, 0.201],
  "e_homo_ha": -0.092,
  "gap_ev": 5.708,
  "charge": -1,
  "smiles": "C[C@@H](O)CCNC[O-]"
}

x:
{
  "formula": "C5H12NO2",
  "method": "the ωB97M-V functional and the def2-TZVPD basis",
  "elements": ["O", "O", "N", "C", "C", "C", "C", "C", "H", "H", "H", "H", "H", "H", "H", "H", "H", "H", "H", "H"],
  "xyz": [[1.24293, 0.81373, 0.49745], [-0.21081, 1.00458, 3.80083], [0.29705, 0.76816, -1.36761], [-0.58445, -1.35909, -1.07959], [-0.83401, 0.03568, -1.55818], [1.44962, -0.55880, 0.44805], [0.16298, -1.40090, 0.27022], [-2.00527, 0.41312, -2.15777], [0.32543, 1.68325, -1.79977], [0.12980, 1.71006, 4.30953], [-0.52004, -0.92291, 0.96589], [0.39721, -2.41398, 0.55013], [0.35679, 0.82665, 3.01289], [1.84335, -0.82807, 1.43966], [2.19151, -0.86815, -0.33401], [-0.04059, -1.84139, -1.92447], [-2.84868, -0.24296, -2.28200], [0.78699, 0.74442, -0.37904], [-1.47059, -1.89136, -0.96129], [-2.06378, 1.51022, -2.34252]],
  "nbo_charge": [-0.811, -0.971, -0.888, -0.439, 0.243, -0.067, -0.425, -0.704, 0.330, 0.459, 0.195, 0.182, 0.506, 0.140, 0.128, 0.191, 0.178, 0.394, 0.187, 0.173],
  "e_homo_ha": -0.091,
  "gap_ev": 6.265,
  "charge": -1
}

Least stable structure: x

w:
{
  "formula": "C4H8O",
  "method": "the ωB97M-V functional and the def2-TZVPD basis",
  "elements": ["O", "C", "C", "C", "C", "H", "H", "H", "H", "H", "H", "H", "H"],
  "xyz": [[0.01371, 0.27520, 1.36217], [-1.26433, 2.26595, 1.21976], [0.61562, -2.32298, -1.48809], [1.30509, -1.20871, -1.76066], [-0.70741, 1.13609, 0.67332], [0.83161, -0.32157, -2.17234], [-1.50505, 2.28816, 2.27558], [-0.16220, -0.62210, 0.99756], [2.36142, -1.21968, -1.49472], [-0.44430, -2.51216, -1.76357], [-0.74679, 0.96962, -0.41454], [-1.42807, 3.14067, 0.60026], [1.08537, -3.22724, -1.06698]],
  "nbo_charge": [-0.503, -0.101, -0.403, -0.413, 0.322, 0.190, 0.249, 0.547, 0.218, 0.202, 0.227, 0.250, 0.214],
  "s_squared": 0.756,
  "e_homo_ha": [-0.509, -0.508],
  "gap_ev": [8.511, 4.921],
  "multiplicity": 2,
  "charge": 1
}

x:
{
  "formula": "C4H8O",
  "method": "the ωB97M-V functional and the def2-TZVPD basis",
  "elements": ["O", "C", "C", "C", "C", "H", "H", "H", "H", "H", "H", "H", "H"],
  "xyz": [[1.93365, 0.74214, 0.97709], [1.16722, 1.33832, -0.07985], [-1.39761, -1.57445, -0.25474], [-0.30457, -0.65808, 0.17459], [-0.10827, 0.59630, -0.33687], [-1.19263, -2.23588, -1.11188], [-2.09761, -0.71113, -0.40797], [1.04249, 2.41640, 0.08732], [1.31141, 0.92409, 1.69499], [1.68507, 1.40798, -1.04776], [0.33922, -1.10019, 0.92274], [-0.61676, 0.95881, -1.23761], [-1.76158, -2.10431, 0.61998]],
  "nbo_charge": [-0.653, -0.186, -0.693, 0.137, 0.046, 0.313, 0.251, 0.271, 0.469, 0.283, 0.244, 0.243, 0.275],
  "s_squared": 0.752,
  "e_homo_ha": [-0.586, -0.586],
  "gap_ev": [10.882, 6.894],
  "multiplicity": 2,
  "charge": 1
}

Least stable structure: w

w:
{
  "formula": "C4H10",
  "method": "the ωB97M-V functional and the def2-TZVPD basis",
  "elements": ["C", "C", "C", "C", "H", "H", "H", "H", "H", "H", "H", "H", "H", "H"],
  "xyz": [[0.02562, 0.18553, -1.50471], [-0.31032, 1.33043, 0.69389], [0.62626, 0.53890, -0.17400], [0.26571, -1.46487, 0.78255], [-0.21579, 2.36724, 0.33921], [-1.05403, -0.04777, -1.50357], [1.02765, -0.56725, 0.46117], [0.51404, -1.61209, 1.83740], [-0.80154, -1.28439, 0.66191], [-1.38028, 1.06472, 0.62325], [-0.00902, 1.33345, 1.74632], [0.56743, -0.61973, -2.01113], [0.15620, 1.08630, -2.12204], [0.58807, -2.31046, 0.16974]],
  "nbo_charge": [-0.713, -0.713, -0.035, -0.729, 0.246, 0.177, 0.239, 0.223, 0.218, 0.176, 0.221, 0.221, 0.246, 0.221],
  "e_homo_ha": -0.284,
  "gap_ev": 8.840,
  "charge": 0
}

x:
{
  "formula": "C4H10",
  "method": "the ωB97M-V functional and the def2-TZVPD basis",
  "elements": ["C", "C", "C", "C", "H", "H", "H", "H", "H", "H", "H", "H", "H", "H"],
  "xyz": [[2.08614, 0.67549, -0.22358], [-1.62421, -0.89297, -0.10113], [1.53265, -0.57207, 0.14289], [-1.63249, 0.61315, 0.05770], [0.74938, 0.47716, 0.55072], [-1.65647, -1.31789, -1.12819], [-2.17377, 1.07066, -0.79024], [-0.78657, -1.25269, 0.41504], [-1.99726, 0.91898, 1.03238], [2.10648, 1.34027, -1.20162], [2.78449, 1.40288, 0.31941], [1.84135, -1.34379, 1.03079], [-2.43114, -1.29821, 0.53350], [-0.70021, 1.13212, -0.03527]],
  "nbo_charge": [-0.305, -0.612, -0.617, -0.602, 0.316, 0.214, 0.210, 0.222, 0.205, 0.215, 0.155, 0.222, 0.197, 0.179],
  "e_homo_ha": -0.277,
  "gap_ev": 7.855,
  "charge": 0
}

y:
{
  "formula": "C4H10",
  "method": "the ωB97M-V functional and the def2-TZVPD basis",
  "elements": ["C", "C", "C", "C", "H", "H", "H", "H", "H", "H", "H", "H", "H", "H"],
  "xyz": [[1.66789, -0.42281, -0.13713], [-0.18080, 0.98031, 1.05413], [-0.58466, 0.92529, -0.38068], [0.23898, -0.23229, 0.29300], [-0.95059, 0.87771, 1.80527], [0.61364, 1.67192, 1.31039], [-0.24508, -1.15213, 0.60181], [-2.86570, -1.90654, -0.96820], [1.75163, -1.17112, -0.92411], [-1.64111, 0.85162, -0.59107], [-0.05298, 1.53526, -1.09585], [-2.13112, -1.71764, -1.14423], [2.29113, -0.74429, 0.69822], [2.08876, 0.50472, -0.52154]],
  "nbo_charge": [-0.605, -0.421, -0.424, -0.222, 0.214, 0.204, 0.211, -0.004, 0.211, 0.215, 0.209, 0.003, 0.207, 0.203],
  "e_homo_ha": -0.364,
  "gap_ev": 11.306,
  "charge": 0
}

z:
{
  "formula": "C4H10",
  "method": "the ωB97M-V functional and the def2-TZVPD basis",
  "elements": ["C", "C", "C", "C", "H", "H", "H", "H", "H", "H", "H", "H", "H", "H"],
  "xyz": [[0.03703, -0.78191, -0.07711], [1.30703, 1.38375, 0.52594], [-0.02477, 0.72041, 0.18623], [-1.31120, -1.32090, -0.63428], [-0.50276, 1.31786, -0.59445], [1.68959, 0.99082, 1.46788], [1.19001, 2.46298, 0.54853], [0.85000, -1.01365, -0.77135], [0.23258, -1.30382, 0.85965], [-1.79515, -0.59073, -1.27592], [-1.91628, -1.57885, 0.23093], [-1.13723, -2.17802, -1.27746], [2.04823, 1.17827, -0.24379], [-0.76808, 0.77609, 0.99951]],
  "nbo_charge": [-0.390, -0.604, -0.394, -0.606, 0.193, 0.202, 0.209, 0.189, 0.195, 0.202, 0.204, 0.209, 0.201, 0.191],
  "e_homo_ha": -0.403,
  "gap_ev": 12.281,
  "charge": 0,
  "smiles": "CCCC"
}

Least stable structure: x

w:
{
  "formula": "C4H10",
  "method": "the ωB97M-V functional and the def2-TZVPD basis",
  "elements": ["C", "C", "C", "C", "H", "H", "H", "H", "H", "H", "H", "H", "H", "H"],
  "xyz": [[1.45119, -0.57946, -1.22700], [-0.61131, 0.49085, -0.13491], [0.67654, -0.20342, 0.13705], [-1.45250, 0.40909, 1.12850], [0.56196, -0.94927, -1.84110], [-0.42543, 1.60722, -0.47410], [1.78255, 0.27679, -1.75515], [-1.63577, -0.66057, 1.37634], [1.18645, 0.42189, 0.87383], [-1.16129, -0.03801, -0.86682], [0.58282, -1.10891, 0.75063], [-2.37884, 0.86291, 1.12567], [-0.84530, 0.75944, 2.04873], [2.26893, -1.28855, -1.14167]],
  "nbo_charge": [-0.605, -0.399, -0.397, -0.591, 0.198, 0.196, 0.202, 0.198, 0.197, 0.194, 0.197, 0.207, 0.192, 0.212],
  "e_homo_ha": -0.410,
  "gap_ev": 12.481,
  "charge": 0,
  "smiles": "CCCC"
}

x:
{
  "formula": "C4H10",
  "method": "the ωB97M-V functional and the def2-TZVPD basis",
  "elements": ["C", "C", "C", "C", "H", "H", "H", "H", "H", "H", "H", "H", "H", "H"],
  "xyz": [[1.34663, -0.07480, -1.42220], [0.05415, 0.11557, 0.78107], [-1.39114, 0.16606, 1.34297], [0.00584, -0.26487, -0.68701], [1.64696, 0.97886, -1.34372], [1.10411, -0.13173, -2.48661], [-0.68012, 0.45133, -1.16745], [-1.51675, 0.24842, 2.41806], [-1.87634, 1.08159, 0.97548], [0.53816, 1.08300, 0.80808], [0.52209, -0.57992, 1.48594], [-0.47476, -1.18160, -1.03673], [2.18434, -0.67071, -1.08625], [-1.92841, -0.71313, 0.99305]],
  "nbo_charge": [-0.606, -0.402, -0.602, -0.399, 0.196, 0.208, 0.191, 0.207, 0.197, 0.199, 0.200, 0.203, 0.207, 0.202],
  "e_homo_ha": -0.406,
  "gap_ev": 12.332,
  "charge": 0,
  "smiles": "CCCC"
}

y:
{
  "formula": "C4H10",
  "method": "the ωB97M-V functional and the def2-TZVPD basis",
  "elements": ["C", "C", "C", "C", "H", "H", "H", "H", "H", "H", "H", "H", "H", "H"],
  "xyz": [[0.98466, 0.70725, 0.79607], [-0.17687, 0.42240, -1.40082], [-0.60750, -1.25717, 0.47054], [-0.26276, 0.20034, 0.13512], [-0.69810, -1.44892, 1.52811], [1.17970, 1.76409, 0.83128], [0.44433, -0.37826, -1.88586], [-1.12133, 0.86116, 0.41480], [0.15831, 1.47080, -1.59397], [0.99329, 0.44368, 1.87214], [-1.42905, -1.76285, -0.02544], [0.28516, -1.97162, 0.27127], [-1.12711, 0.19352, -1.88053], [1.91130, 0.21773, 0.39119]],
  "nbo_charge": [-0.611, -0.605, -0.614, -0.231, 0.211, 0.216, 0.201, 0.194, 0.211, 0.206, 0.217, 0.197, 0.206, 0.203],
  "e_homo_ha": -0.401,
  "gap_ev": 12.140,
  "charge": 0,
  "smiles": "CC(C)C"
}

Least stable structure: w

w:
{
  "formula": "CH5N3O3",
  "method": "the ωB97M-V functional and the def2-TZVPD basis",
  "elements": ["O", "O", "O", "N", "N", "N", "C", "H", "H", "H", "H", "H"],
  "xyz": [[-0.44863, -0.10344, 0.66936], [3.50267, 0.91937, -0.32598], [3.18212, -1.19405, -0.58785], [0.75874, 1.74102, 0.28139], [0.40488, 0.54363, -0.19449], [2.82126, -0.08351, -0.24700], [-1.36788, -1.16223, 0.22955], [1.61942, 1.97002, -0.09762], [-1.66578, -1.04528, -0.82187], [-0.98207, -2.23120, 0.42148], [0.55125, 2.07013, 1.17648], [-2.23714, -1.07105, 0.94097]],
  "nbo_charge": [-0.397, -0.388, -0.348, -0.562, 0.118, 0.450, -0.262, 0.401, 0.205, 0.200, 0.377, 0.206],
  "e_homo_ha": [-0.280, -0.349],
  "gap_ev": [6.036, 9.735],
  "charge": 0
}

x:
{
  "formula": "CH5N3O3",
  "method": "the ωB97M-V functional and the def2-TZVPD basis",
  "elements": ["O", "O", "O", "N", "N", "N", "C", "H", "H", "H", "H", "H"],
  "xyz": [[2.29376, -0.21598, 0.35613], [0.78369, -0.58021, -3.69047], [0.56634, -1.33871, -1.70035], [1.06263, -0.20962, 0.10934], [1.01168, -0.50864, -2.52407], [0.30397, -1.05613, 0.86634], [0.44696, 0.98338, -0.42767], [-0.20849, 1.48343, 0.23324], [-0.03754, 0.74561, -1.38751], [0.77224, -1.99218, 0.92522], [1.25904, 1.58445, -0.63439], [-0.66392, -0.99633, 0.57954]],
  "nbo_charge": [-0.321, -0.390, -0.473, 0.398, 0.281, -0.575, -0.479, 0.233, 0.263, 0.419, 0.250, 0.393],
  "e_homo_ha": [-0.294, -0.315],
  "gap_ev": [6.244, 7.375],
  "charge": 0
}

Least stable structure: w